No. 1
A molecular structure, C29H46N4P2SSeV, computed with ωB97M-V/def2-TZVPD.

Atoms and positions in Å:
V 0.6392 0.5060 0.5060
C 0.7258 2.8612 3.1599
P 1.7376 1.8259 2.0491
C 3.0250 2.9816 1.4840
C 2.5603 0.6822 3.2150
C 3.6128 1.0719 4.0387
C 4.1522 0.1821 4.9569
C 3.6394 -1.1033 5.0599
C 2.5906 -1.5016 4.2439
C 2.0489 -0.6160 3.3133
P 0.6090 -1.0239 2.2500
C -0.7306 -0.9855 3.4990
C 0.6947 -2.8199 1.8998
H 1.3549 3.3671 3.8921
H 0.0057 2.2315 3.6806
H 0.1819 3.5997 2.5700
H 3.5176 3.4617 2.3291
H 2.5454 3.7518 0.8791
H 3.7608 2.4634 0.8716
H 4.0183 2.0737 3.9751
H 4.9621 0.4948 5.6029
H 4.0515 -1.7929 5.7855
H 2.2017 -2.5087 4.3460
H -0.4061 -1.5040 4.4004
H -1.6257 -1.4734 3.1121
H -0.9683 0.0482 3.7449
H 0.9528 -3.3972 2.7877
H 1.3896 -3.0433 1.0900
H -0.2991 -3.1298 1.5734
C -6.0691 -1.8148 -0.3136
C -5.4977 -0.4011 -0.4103
C -4.2841 -0.1678 0.4913
C -3.0372 -0.9441 0.0653
N -2.5095 -0.4727 -1.2128
C -1.8713 0.7016 -1.4119
Se -1.2327 1.8495 -0.0656
N -1.7025 0.8910 -2.7298
C -1.2167 2.1247 -3.3481
C -2.2312 3.2639 -3.2236
C -3.5962 2.9862 -3.8528
C -3.5598 2.8492 -5.3727
C -2.2162 -0.2057 -3.4109
C -2.2217 -0.5422 -4.7597
C -2.7776 -1.7578 -5.1023
C -3.3109 -2.6186 -4.1355
C -3.2913 -2.2962 -2.7938
C -2.7327 -1.0717 -2.4464
H -7.0320 -1.8676 -0.8193
H -6.2245 -2.0986 0.7287
H -5.4188 -2.5579 -0.7786
H -6.2707 0.3087 -0.1136
H -5.2380 -0.1732 -1.4489
H -4.5309 -0.4574 1.5157
H -4.0411 0.8968 0.5048
H -3.2634 -2.0037 -0.0434
H -2.2564 -0.8356 0.8172
H -0.9997 1.9023 -4.3902
H -0.2848 2.4129 -2.8612
H -1.7891 4.1494 -3.6852
H -2.3665 3.4870 -2.1629
H -4.2494 3.8202 -3.5916
H -4.0410 2.0889 -3.4081
H -3.0821 3.7186 -5.8272
H -4.5712 2.7764 -5.7700
H -3.0193 1.9568 -5.6905
H -1.8051 0.1046 -5.5189
H -2.7903 -2.0578 -6.1410
H -3.7430 -3.5601 -4.4452
H -3.6839 -2.9782 -2.0525
S 2.6494 -0.2063 -0.5178
C 4.1586 -0.7805 0.0948
N 5.2572 -0.3478 -0.5061
C 6.6158 -0.7610 -0.1476
C 6.6363 -1.2291 1.2981
C 5.5257 -2.2465 1.5010
N 4.2559 -1.6568 1.0775
H 5.1355 0.2711 -1.2921
H 7.2786 0.0901 -0.2905
H 6.9463 -1.5605 -0.8142
H 6.4784 -0.3821 1.9690
H 7.6000 -1.6785 1.5275
H 5.4388 -2.5341 2.5465
H 5.7223 -3.1464 0.9130
H 3.4133 -1.9406 1.5404

Forces on atoms 1 to 6 (eV/Å):
0.86 -0.59 -1.16
0.03 -0.04 -0.10
0.10 0.25 0.66
-0.05 -0.05 0.14
0.12 0.13 -0.01
0.05 -0.06 0.04

Spin multiplicity: 2
Largest force on an atom in eV/A: 1.565
HOMO-LUMO gap (alpha / beta) in eV: 7.764 / 7.393
Energy above the lowest of the compared OMol25 structures with the same formula, charge and spin in eV: 0.206
Lowest unoccupied orbital energy (alpha / beta) in eV: -5.56 / -5.43
Charge: +2


No. 2
A molecular structure, C29H46P2SW, computed with ωB97M-V/def2-TZVPD.

Atoms and positions in Å:
W 0.5920 -0.2090 0.7000
C -0.6224 -2.0259 1.8289
C 0.7015 -2.3608 1.3668
C 0.8861 -0.6737 2.9637
C -0.5075 -0.9573 2.7720
C 1.6414 -1.5446 2.0975
C -1.8563 -2.8676 1.6959
H -1.7272 -3.6931 0.9852
H -2.7387 -2.2712 1.4072
H -2.0751 -3.3305 2.6639
C -1.6398 -0.4422 3.5961
H -2.6211 -0.6112 3.1267
H -1.5588 0.6330 3.7906
H -1.6766 -0.9459 4.5765
C 1.4823 0.1257 4.0695
H 1.9324 -0.5421 4.8205
H 0.7319 0.7367 4.5868
H 2.2814 0.7877 3.7159
C 3.1292 -1.6937 2.1509
H 3.4192 -2.0934 3.1322
H 3.6288 -0.7226 2.0253
H 3.4913 -2.3968 1.3962
C 1.0699 -3.5394 0.5252
H 1.3410 -4.3768 1.1872
H 1.9461 -3.3233 -0.1056
H 0.2307 -3.8749 -0.0936
C -1.0498 1.1647 -3.1342
C -1.5637 -0.0471 -3.4213
C -1.0814 -0.8737 -4.5787
C 0.4560 -0.9120 -4.7521
C 1.2930 -0.6814 -3.4925
C 1.8312 0.5154 -3.1634
C 1.3363 1.8176 -3.7317
C -0.1578 1.9049 -4.0738
H -1.5325 -0.5066 -5.5192
H 0.7259 -0.1903 -5.5490
H -1.4705 -1.8961 -4.4505
H -0.3226 1.5635 -5.1071
H -1.4154 1.7893 -2.3145
H -2.5112 -0.3964 -2.9859
H -0.4454 2.9651 -4.0446
H 1.5924 2.6151 -3.0188
H 2.8867 0.5959 -2.8624
H 1.8993 2.0633 -4.6532
H 0.6986 -1.9109 -5.1470
H 1.7055 -1.6074 -3.0668
P -1.9771 -0.6902 -0.3233
C -3.2855 0.5359 -0.6759
C -2.0173 -2.2211 -1.3969
P 2.7029 0.1286 -0.3890
C -0.4883 0.0348 -0.9937
C 3.6955 -1.1695 -1.1924
C 3.2833 1.8155 -0.5819
H -3.2632 1.3191 0.0940
H -4.2545 0.0243 -0.5911
H -3.2541 1.0380 -1.6543
H -1.4510 -2.1632 -2.3399
H -3.0582 -2.4895 -1.6262
H -1.5770 -3.0388 -0.8218
H 3.2355 2.0932 -1.6506
H 4.3072 1.9304 -0.1750
H 2.6149 2.5110 -0.0278
H -0.3810 1.1181 -0.9181
H 0.0714 -0.5222 -1.7714
H 4.5320 -1.4888 -0.5543
H 4.0694 -0.8278 -2.1692
H 3.0308 -2.0403 -1.3601
S 0.6867 2.0251 1.6045
C -0.6892 2.6607 2.5715
C -0.5980 2.9083 3.9660
C -1.7044 3.3928 4.6988
C -2.8991 3.6799 4.0216
C -2.9758 3.5301 2.6372
C -1.8848 3.0265 1.9260
H 0.3442 2.7039 4.4800
H -1.6113 3.5802 5.7707
H -3.7411 4.0804 4.5723
H -3.8883 3.8329 2.1159
H -1.9305 2.9215 0.8398

Forces on atoms 1 to 6 (eV/Å):
-0.90 3.15 2.14
0.81 -0.81 0.34
-0.54 -0.28 0.64
-0.19 -1.37 0.66
0.59 0.04 0.13
0.04 -0.19 0.62

Spin multiplicity: 3
Largest force on an atom in eV/A: 3.912
HOMO-LUMO gap (alpha / beta) in eV: 6.080 / 5.121
Energy above the lowest of the compared OMol25 structures with the same formula, charge and spin in eV: 1.133
Lowest unoccupied orbital energy (alpha / beta) in eV: -6.97 / -8.25
Charge: +2


No. 3
A molecular structure, C29H47BiCl2N2PS, computed with ωB97M-V/def2-TZVPD.

Atoms and positions in Å:
P -0.2592 1.7091 -0.8945
C -2.0737 1.7091 -1.4508
C -2.5589 2.8094 -2.3951
C -4.0896 2.7371 -2.5447
C -4.5427 1.3561 -3.0266
C -4.0257 0.2497 -2.1042
C -2.4951 0.3245 -1.9487
C 0.7963 1.2666 -2.4127
C 0.4653 1.9304 -3.7426
C 1.5575 1.6035 -4.7833
C 1.7319 0.0919 -4.9496
C 2.0192 -0.5867 -3.6079
C 0.9349 -0.2570 -2.5657
C 0.0813 3.5388 -0.7183
C -0.8132 4.1144 0.3897
C -0.5451 5.6100 0.6109
C 0.9325 5.8754 0.9151
C 1.8279 5.3025 -0.1866
C 1.5631 3.8046 -0.4121
H -2.5735 1.8716 -0.4701
H -2.0953 2.6802 -3.3859
H -2.2698 3.8078 -2.0366
H -4.4323 3.5166 -3.2355
H -4.5499 2.9494 -1.5697
H -5.6344 1.3157 -3.0919
H -4.1570 1.1875 -4.0404
H -4.4859 0.3560 -1.1129
H -4.3084 -0.7357 -2.4881
H -2.1421 -0.4598 -1.2598
H -2.0280 0.1355 -2.9289
H 1.7817 1.6443 -2.0812
H 2.5072 2.0450 -4.4510
H 0.3625 3.0215 -3.6358
H -0.4980 1.5476 -4.1183
H 1.3087 2.0693 -5.7445
H 2.5347 -0.1222 -5.6626
H 0.8108 -0.3290 -5.3740
H 2.0930 -1.6716 -3.7335
H 2.9898 -0.2398 -3.2277
H 1.1822 -0.7157 -1.5948
H -0.0245 -0.6867 -2.8955
H -0.1712 4.0376 -1.6815
H -1.8764 3.9570 0.1581
H -0.6041 3.5640 1.3194
H -0.8323 6.1613 -0.2949
H -1.1780 5.9795 1.4244
H 1.1911 5.4004 1.8700
H 1.1112 6.9480 1.0317
H 2.8838 5.4536 0.0586
H 1.6350 5.8400 -1.1244
H 2.2043 3.4373 -1.2252
H 1.8379 3.2417 0.4936
Bi 0.4649 -1.3581 2.2989
Cl 2.5949 -0.5611 1.2403
Cl -2.0273 -1.0492 2.3191
C 0.6704 -3.5260 2.1939
H 1.1758 -3.9804 3.1187
C 0.3970 -4.1884 1.0499
C 1.0065 -5.4611 0.8964
C 0.7757 -6.1976 -0.2339
C -0.0569 -5.7193 -1.2607
C -0.6756 -4.4599 -1.1295
C -0.4744 -3.6802 -0.0088
H 1.6431 -5.7939 1.7093
H 1.2492 -7.1694 -0.3283
H -1.3334 -4.0935 -1.9146
H -0.9771 -2.7268 0.1258
H -0.2300 -6.3209 -2.1520
S 0.9362 -0.7969 4.6940
C 1.2862 -2.3769 5.4224
N 0.3678 -3.3321 5.4267
C 0.7054 -4.6890 5.9377
C 1.4514 -4.4375 7.2200
C 2.7180 -3.6699 6.9717
N 2.4277 -2.5295 6.0512
H -0.5964 -3.1780 5.0883
H 1.3537 -5.1648 5.2058
H -0.2025 -5.2740 6.0536
H 1.6872 -5.3784 7.6956
H 0.7976 -3.8838 7.8980
H 3.4826 -4.2769 6.4819
H 3.1243 -3.2926 7.9057
H 3.1784 -1.8305 5.9597

Forces on atoms 1 to 6 (eV/Å):
-0.02 -0.36 -0.37
0.52 0.29 0.61
-0.20 -0.03 -0.23
0.16 0.06 -0.02
0.08 0.01 0.07
0.27 0.02 0.04

Largest force on an atom in eV/A: 4.846
HOMO-LUMO gap in eV: 4.166
Lowest unoccupied orbital energy in eV: 1.96
Charge: -1


No. 4
11 unconnected molecules or ions with the total composition C29H47F24N3O17S, computed with ωB97M-V/def2-TZVPD.

Atoms and positions in Å:
N 2.1354 4.5346 0.9713
H 2.7649 4.7750 1.7237
H 1.8790 3.5714 1.1343
H 2.6724 4.5921 0.1178
H 1.3627 5.1795 0.8869
N 5.1532 0.2207 -0.1953
H 5.2190 0.8639 -0.9711
H 5.6763 0.5724 0.5939
H 5.4900 -0.6380 -0.6068
H 4.1689 0.0729 -0.0240
N 2.2100 2.5611 -2.7713
H 2.2568 3.5301 -2.4901
H 1.6297 2.0986 -2.0861
H 3.1591 2.2278 -2.6801
H 1.8507 2.4600 -3.7097
C -0.0855 -0.2113 0.9795
F 0.1276 -0.1005 2.2740
F 0.0030 -1.5209 0.7287
F -1.3886 0.1713 0.6637
S 1.2040 0.8881 0.0621
O 2.4745 0.1856 0.1150
O 0.6362 1.0646 -1.2580
O 1.1261 2.1601 0.7855
C -0.8726 4.3416 -1.3893
C -1.5971 3.3843 -2.2783
O -2.3306 3.9714 -3.3272
C -1.6458 4.5621 -4.3519
O -0.4227 4.7736 -4.4236
C -2.5376 4.9810 -5.4676
F -1.8949 4.6240 -6.5867
F -3.6879 4.3383 -5.5028
F -2.6081 6.3164 -5.3281
H -0.2346 3.7950 -0.6949
H -1.5759 4.8909 -0.7634
H -0.1886 4.9902 -1.9367
H -2.3646 2.9352 -1.6479
H -1.1200 2.4815 -2.6596
C -1.0499 -4.7986 3.2637
C -1.1349 -4.9824 1.7465
O 0.0129 -5.7518 1.4110
C 0.0396 -6.3025 0.1092
O -0.9872 -6.3918 -0.5330
C 1.4033 -6.7223 -0.4252
F 1.6386 -5.8619 -1.4681
F 2.4076 -6.6177 0.4997
F 1.2557 -7.9992 -0.8542
H -1.4052 -5.6347 3.8661
H -1.5920 -3.8807 3.4911
H -0.0028 -4.6936 3.5475
H -1.1040 -4.0212 1.2334
H -2.0563 -5.5086 1.4974
C 1.1464 -2.7511 -2.4822
C 2.5909 -2.2563 -2.1355
O 3.3245 -3.4602 -2.0147
C 4.6137 -3.5107 -1.4437
O 5.2122 -2.5807 -0.9135
C 5.3342 -4.8551 -1.6919
F 4.4493 -5.8907 -1.8686
F 6.0526 -4.7355 -2.8209
F 6.1913 -5.0753 -0.7049
H 0.6858 -3.4842 -1.8200
H 1.0749 -3.1177 -3.5062
H 0.4985 -1.8774 -2.4124
H 2.6128 -1.7024 -1.1969
H 3.0456 -1.6078 -2.8844
C -2.5628 -2.3968 -1.0175
C -2.7336 -3.7208 -1.8497
O -3.7718 -3.6766 -2.8061
C -3.5732 -3.0242 -3.9904
O -2.5466 -2.4379 -4.2658
C -4.7535 -3.0851 -4.9515
F -5.9047 -3.6208 -4.4238
F -5.0301 -1.8013 -5.4535
F -4.3682 -3.9398 -5.8972
H -2.2070 -1.5793 -1.6445
H -1.9935 -2.5333 -0.0980
H -3.5395 -2.0860 -0.6467
H -2.9345 -4.5913 -1.2254
H -1.7815 -4.0316 -2.2799
C -4.4199 1.2022 -2.8571
C -4.6129 0.3627 -1.5856
O -5.9824 0.3231 -1.2464
C -6.3738 -0.5086 -0.2458
O -5.5987 -1.2431 0.3736
C -7.8527 -0.5331 0.1053
F -8.0375 -0.9381 1.3524
F -8.4709 0.6499 -0.1304
F -8.4899 -1.3691 -0.7094
H -4.5900 2.2500 -2.6097
H -5.1499 0.9304 -3.6196
H -3.3919 1.0385 -3.1804
H -3.9157 0.4866 -0.7569
H -4.4630 -0.6400 -1.9857
C -3.2382 3.6124 3.4394
C -2.1685 2.5976 2.9952
O -1.4720 2.0735 4.0882
C -0.5050 2.7080 4.7524
O -0.0162 3.8354 4.4521
C -0.1847 2.0957 6.1483
F 0.2070 0.8099 6.1255
F 0.8288 2.7317 6.6888
F -1.2673 2.2085 6.9202
H -2.8390 4.4557 4.0028
H -4.0443 3.1061 3.9704
H -3.6632 4.0703 2.5462
H -1.4228 2.9504 2.2828
H -2.5930 1.7536 2.4516
C 7.4622 2.5995 5.5520
C 6.8801 2.1477 4.1521
O 5.5022 1.9078 4.3467
C 4.6974 1.6246 3.3226
O 5.0732 1.6804 2.1366
C 3.2205 1.4831 3.6890
F 2.8419 0.2925 3.2287
F 2.9294 1.5647 5.0473
F 2.5777 2.4166 2.9903
H 8.5512 2.6425 5.5407
H 7.3036 1.8683 6.3446
H 7.1224 3.5650 5.9268
H 7.3740 1.2537 3.7714
H 6.9896 2.8864 3.3580

Forces on atoms 1 to 6 (eV/Å):
1.18 0.98 -0.07
0.11 0.63 0.55
-0.99 -1.23 -0.09
0.19 0.05 -0.27
-0.53 0.15 0.38
0.50 -0.05 -1.57

Spin multiplicity: 2
Largest force on an atom in eV/A: 4.503
HOMO-LUMO gap (alpha / beta) in eV: 7.497 / 2.320
Lowest unoccupied orbital energy (alpha / beta) in eV: -8.90 / -14.06
Charge: +3


Number 1: E_tot -157216.5082 eV. Number 2: E_tot -62037.7204 eV. Number 3: E_tot -84826.9063 eV. Number 4: E_tot -146138.8531 eV.